1.
Entry from the OMol25 dataset: a cluster of 2 separate species, FH4N2P in total at a distorted geometry (the ωB97M-V functional and the def2-TZVPD basis).

Values from the calculation:
* gap between HOMO and LUMO: 8.56 eV
* relative energy (zero: lowest compared OMol25 entry of this formula, charge and spin): 251.5 kJ/mol

```
8
FH4N2P | the OMol25 dataset | the ωB97M-V functional and the def2-TZVPD basis
N 0.80724 -1.24804 0.26384
N -1.34497 0.67057 -0.44603
F 1.59993 1.00976 0.52697
P 1.05180 0.09971 -0.69218
H -0.04433 -1.76390 0.22262
H 0.92665 -1.16455 1.26819
H -1.29998 1.45740 0.19638
H -1.69634 0.93906 -1.33980
```

Atom charges from the Mulliken analysis, given in e for atoms 1 to 6: N -0.521; N -0.700; F -0.265; P 0.539; H 0.317; H 0.263



2.
Entry from the OMol25 dataset: an isolated molecule of C6H10O at a distorted geometry (the ωB97M-V functional and the def2-TZVPD basis).

Values from the calculation:
* gap between HOMO and LUMO (alpha / beta): 7.10 / 8.28 eV
* relative energy (zero: lowest compared OMol25 entry of this formula, charge and spin): 396.3 kJ/mol

```
17
C6H10O | the OMol25 dataset | the ωB97M-V functional and the def2-TZVPD basis
C 1.75248 -0.98964 0.68413
C 0.33841 -1.38125 0.79819
C -0.66367 -0.40783 1.02385
C -0.70125 0.10650 -0.52446
C 0.22295 1.03308 -1.10616
C -1.57071 1.38010 -0.76233
O -2.48356 1.40074 -1.57654
H 2.43206 -1.80958 0.93718
H 1.99053 -0.12245 1.30815
H 1.96560 -0.67544 -0.36747
H 0.04350 -2.37050 0.45395
H -1.66432 -0.77306 1.25602
H -0.38001 0.44409 1.64685
H -1.06195 -0.66699 -1.19810
H 0.59747 0.88536 -2.11418
H 0.66197 1.83535 -0.52163
H -1.47949 2.11154 0.06257
```

Atom charges from the Mulliken analysis, given in e for atoms 1 to 6: C -0.993; C -0.229; C -0.528; C 0.355; C -1.130; C -0.061



Question: Among the records above, which one has the lowest relative energy (zero: lowest compared OMol25 entry of this formula, charge and spin)?
Answer: FH4N2P